25
Properties=species:S:1:pos:R:3:mulliken_charge:R:1 method="wB97M-V/def2-TZVPD" spin_multiplicity=2 s_squared=0.754 total_energy_ev=-10469.6115 mol_weight_g_mol=121.204 orbital_gap_ev="12.5 / 7.0" de_lowest_kj_mol=115.7 total_charge=+2
C 2.07549 -1.28150 0.96218 -1.356
C 0.78422 -1.95328 0.50321 0.214
C -0.19836 -1.08177 -0.29705 -1.179
N 1.18471 -3.11992 -0.44582 -0.397
H 2.70496 -2.03697 1.43146 0.461
H 2.61903 -0.89585 0.10225 0.396
H 1.78726 -0.52665 1.68835 0.342
H 0.27160 -2.50392 1.28946 0.371
H 0.34474 -0.34442 -0.89868 0.277
H -0.83199 -0.55666 0.41861 0.335
H -0.81383 -1.65607 -0.98677 0.411
H 1.75788 -3.83271 0.01025 0.368
H 0.36754 -3.56038 -0.86400 0.351
H 1.74868 -2.79024 -1.23525 0.351
C 0.06790 2.92615 -0.48979 -0.761
N -1.23013 2.30176 -0.75002 0.027
C -2.04613 2.19756 0.45071 -0.322
O -3.20648 1.45880 0.16073 -0.473
H -0.09819 3.92779 -0.09381 0.369
H 0.59868 2.99917 -1.43968 0.350
H 0.69038 2.37347 0.22323 0.351
H -1.10472 1.34253 -1.10529 0.321
H -1.52005 1.66103 1.24542 0.390
H -2.37950 3.17767 0.81089 0.455
H -3.57369 1.77442 -0.69061 0.350